(1)
30
Properties=species:S:1:pos:R:3:forces:R:3 method="wB97M-V/def2-TZVPD" orbital_gap_ev=8.27 multiplicity=1 e_lumo_ev=0.4 total_energy_ev=-24047.4044 smiles="C[C@@H]1CC=CC2=c3ccccc3=P(C)=C21" e_above_lowest_kj_mol=4.8 homo_energy_ev=-7.87 total_charge=0
C -3.70904 -1.62176 -0.26930 -0.493 -0.899 -1.545
C -4.28707 -0.40712 0.05926 -3.734 -0.588 -0.430
C -2.38273 -1.88284 -0.10512 0.227 4.110 1.861
C -3.51899 0.57952 0.51839 0.916 2.874 0.202
C -1.54535 -0.84447 0.38869 -3.221 0.076 -0.762
C -2.16281 0.42398 0.58566 2.062 -0.879 1.260
C 0.68471 -2.08300 0.25065 1.269 3.232 1.814
C 1.96168 -2.08778 0.61891 -0.415 2.219 -0.688
C -0.14655 -0.87197 0.47586 3.004 0.073 0.422
C 0.47571 0.30428 0.70077 -1.461 2.134 0.617
C 2.54375 -0.82416 1.22120 -1.054 -0.568 -0.407
C 1.99551 0.42786 0.62030 -0.581 2.662 0.217
C 2.42844 0.58596 -0.84088 0.705 1.335 -1.195
C -0.90734 2.62474 -0.52904 -1.127 1.452 2.186
P -0.96590 1.72426 1.10644 1.664 -2.686 -1.499
H -4.07994 -2.37098 -0.97237 -1.316 0.239 0.722
H -5.39288 -0.10185 0.00017 1.619 -1.232 -0.389
H -2.07271 -2.75793 -0.48758 1.607 -2.950 -0.957
H -3.91830 1.60612 0.62360 0.005 -0.743 0.303
H 0.23407 -2.82466 -0.22308 -1.696 -3.541 -1.978
H 2.69792 -2.76320 0.33208 0.641 -1.851 -0.258
H 2.26646 -0.96392 2.24109 0.313 0.643 1.296
H 3.56892 -0.72662 1.05055 1.957 -0.596 0.310
H 2.44024 1.40768 1.07781 -1.145 -1.877 0.057
H 3.57196 0.75176 -0.98429 -1.929 -0.248 0.443
H 1.87445 1.43154 -1.39774 0.939 -1.179 1.066
H 2.15731 -0.32439 -1.33307 -0.016 -0.565 -0.709
H -0.17297 2.30520 -1.17446 1.865 -0.684 -1.201
H -0.73441 3.65092 -0.17360 0.024 -0.034 -0.824
H -1.83154 2.56591 -1.07422 -0.629 0.072 0.067


(2)
30
Properties=species:S:1:pos:R:3:forces:R:3 method="wB97M-V/def2-TZVPD" orbital_gap_ev=9.53 multiplicity=1 e_lumo_ev=0.9 total_energy_ev=-14775.2027 smiles=Cc1ccccc1.Cc1ccccc1 e_above_lowest_kj_mol=247.3 homo_energy_ev=-8.64 total_charge=0
C 0.57061 -0.54286 -2.09454 0.876 -1.326 -2.864
C 3.66153 1.57546 -1.46674 -2.503 -0.608 -0.084
C 3.06626 2.76829 -1.05777 -0.389 1.085 -0.325
C 2.82783 0.49955 -1.88428 -0.008 1.205 1.181
C 1.41784 0.66360 -1.80656 -0.147 -0.400 -1.901
C 1.66342 2.85112 -1.00407 -1.030 -0.283 -0.954
C 0.78511 1.89376 -1.51743 2.981 -1.146 0.685
H 4.67141 1.36704 -1.29346 1.611 0.171 -0.416
H 3.61563 3.74709 -0.99934 -0.235 -1.372 0.729
H 3.33004 -0.44908 -2.19059 -0.861 0.754 0.369
H 1.05294 3.61696 -0.58955 0.648 1.614 0.235
H 1.35707 -1.38131 -2.48879 -2.351 1.645 0.818
H -0.32361 -0.39660 -2.88415 2.097 -0.276 1.874
H -0.27175 2.09836 -1.62434 -0.010 -0.369 0.292
H 0.20574 -0.83115 -1.13153 -0.672 -0.617 0.233
C -2.88232 0.40889 2.86647 -3.171 -0.761 -1.484
C -2.21833 -2.63902 0.56246 0.534 0.069 -1.257
C -0.81208 -2.66524 0.40250 -0.261 2.993 2.344
C -2.87146 -1.58657 1.20595 -0.559 1.341 1.121
C -2.14490 -0.60916 1.97917 0.114 -0.592 -0.130
C -0.07175 -1.65750 1.18400 -0.741 -2.423 -1.139
C -0.74767 -0.73541 2.04098 0.098 -1.168 -2.443
H -2.77242 -3.40491 0.00280 -0.085 0.519 0.305
H -0.33876 -3.25559 -0.37741 0.036 -0.223 0.551
H -4.00079 -1.41286 1.13977 1.702 -0.723 0.137
H 1.03999 -1.79685 1.05709 -1.205 0.909 0.568
H -3.62196 -0.21376 3.38729 -0.097 -0.006 0.008
H -3.59574 1.19087 2.39756 1.524 -1.201 0.016
H -0.14846 0.00625 2.49895 0.380 0.545 0.835
H -2.44342 0.89062 3.68556 1.720 0.646 0.700


(3)
30
Properties=species:S:1:pos:R:3:forces:R:3 method="wB97M-V/def2-TZVPD" orbital_gap_ev=9.83 multiplicity=1 e_lumo_ev=1.0 total_energy_ev=-14777.4337 smiles=Cc1ccccc1.Cc1ccccc1 e_above_lowest_kj_mol=32.0 homo_energy_ev=-8.87 total_charge=0
C 1.88160 2.14182 1.38116 0.956 -0.003 0.650
C 1.82262 -0.19782 0.54008 0.340 0.055 -0.124
C 2.00703 1.15754 0.25279 -0.817 -0.384 0.414
C 1.86370 -1.16101 -0.45630 -0.092 0.498 0.158
C 2.14507 1.52577 -1.07396 0.571 -0.009 -0.082
C 2.16865 -0.78474 -1.75446 -0.342 -0.213 -0.340
C 2.24870 0.55617 -2.06988 0.074 0.707 0.186
H 1.72602 -0.51181 1.57193 -0.332 0.037 0.025
H 1.54877 -2.15627 -0.21088 0.393 -0.529 0.011
H 2.81940 2.67224 1.56448 0.036 0.284 -0.417
H 1.77381 1.61341 2.33105 -0.484 -0.075 -0.110
H 2.31480 2.56807 -1.31992 -0.282 0.035 -0.079
H 2.31158 -1.52231 -2.53302 -0.239 -0.083 -0.008
H 2.36334 0.90790 -3.08635 0.208 -0.244 -0.107
H 1.09194 2.88271 1.27980 -0.098 -0.079 -0.158
C -1.76221 0.70774 1.97543 -0.841 -0.103 -1.368
C -2.21992 -1.91351 -1.36719 -0.113 -0.185 -0.270
C -2.62369 -2.32905 -0.10467 0.334 0.105 -0.179
C -1.75474 -0.62894 -1.57245 0.092 0.729 0.229
C -2.51444 -1.47136 0.98056 0.418 -0.215 -0.440
C -1.67086 0.24939 -0.49412 -0.400 -0.664 0.044
C -2.05316 -0.17816 0.77258 0.826 0.489 0.556
H -2.23110 -2.63644 -2.17480 -0.105 0.135 -0.074
H -2.93212 -3.35514 -0.01542 -0.148 -0.220 0.346
H -1.43489 -0.24968 -2.53554 0.006 -0.350 -0.112
H -2.58772 -1.84305 1.99403 -0.490 0.027 0.053
H -1.25872 1.23908 -0.61020 0.021 0.156 -0.125
H -2.67352 0.77213 2.56136 0.088 0.411 0.317
H -1.38866 1.66854 1.62888 -0.320 0.241 0.183
H -0.98127 0.27678 2.54502 0.740 -0.554 0.823


(4)
30
Properties=species:S:1:pos:R:3:forces:R:3 method="wB97M-V/def2-TZVPD" orbital_gap_ev=9.92 multiplicity=1 e_lumo_ev=0.9 total_energy_ev=-14777.0675 smiles=Cc1ccccc1.Cc1ccccc1 e_above_lowest_kj_mol=67.3 homo_energy_ev=-8.98 total_charge=0
C -1.21004 1.71792 2.69236 0.108 -0.236 -0.422
C -0.04824 -1.85029 1.96702 0.323 0.436 0.108
C -0.67617 -0.61651 1.79683 -0.249 -1.003 0.488
C 0.73617 -2.10935 3.09079 -0.170 0.204 -1.417
C -0.51049 0.37991 2.75670 -1.406 -0.404 0.318
C 0.80136 -1.15465 4.09064 -0.513 -0.780 0.795
C 0.08928 0.02751 3.96606 0.904 0.668 -0.644
H -0.17504 -2.59058 1.18644 0.012 -0.163 0.147
H -1.48019 -0.65301 1.06809 0.352 0.963 -0.405
H 1.27963 -3.04060 3.06835 0.096 -0.110 0.615
H 1.23857 -1.47017 5.03457 0.206 0.450 -0.073
H -1.84931 1.84584 1.81833 0.164 -0.190 -0.138
H -0.44244 2.49079 2.65665 -0.190 0.258 0.176
H 0.05487 0.79098 4.73763 0.208 -0.290 0.211
H -1.86015 1.84037 3.55452 0.152 0.209 0.221
C -0.62549 -1.55635 -3.69269 -0.739 -0.640 0.510
C 0.22424 0.77224 -3.99582 0.615 -0.401 0.473
C -0.07216 -0.28225 -3.12600 0.712 -0.064 -0.441
C 0.88585 1.89846 -3.51900 0.057 -0.290 -0.257
C 0.24265 -0.14616 -1.77533 -1.082 0.255 -0.249
C 1.27970 1.97834 -2.18826 -1.214 0.783 -0.128
C 0.78951 1.03398 -1.29819 0.801 -0.383 0.160
H 0.10909 0.59992 -5.05731 -0.407 0.321 -0.094
H 1.06795 2.72809 -4.18848 0.305 -0.054 -0.082
H -1.58868 -1.39416 -4.18904 0.246 0.072 -0.168
H -0.84293 -2.28898 -2.90970 0.034 0.184 0.170
H -0.09166 -0.91028 -1.08394 0.165 -0.036 0.051
H 1.76092 2.89524 -1.86975 0.047 -0.149 0.260
H 0.87357 1.16116 -0.22753 0.302 0.017 0.059
H 0.03962 -2.09744 -4.36394 0.161 0.372 -0.247


(5)
30
Properties=species:S:1:pos:R:3:forces:R:3 method="wB97M-V/def2-TZVPD" orbital_gap_ev=9.55 multiplicity=1 e_lumo_ev=1.0 total_energy_ev=-14776.3870 smiles=Cc1ccccc1.Cc1ccccc1 e_above_lowest_kj_mol=133.0 homo_energy_ev=-8.57 total_charge=0
C 1.04899 -2.94323 0.19835 0.643 1.070 -0.295
C 0.47340 0.32231 -2.43623 0.921 -0.171 0.121
C 1.75871 0.01813 -1.96414 0.564 0.560 -0.448
C -0.55649 -0.57374 -2.27364 -0.774 0.129 -0.141
C 1.97319 -1.13891 -1.26024 -2.368 -1.062 0.325
C -0.45593 -1.64852 -1.36496 0.466 0.930 -1.405
C 0.80494 -1.88257 -0.88118 1.792 -0.605 1.167
H 0.38263 1.25395 -2.97985 -0.336 -0.205 -0.256
H 2.55527 0.70791 -2.26073 -0.074 -0.361 0.303
H -1.41604 -0.40906 -2.92297 -0.295 -0.081 0.634
H 2.86230 -1.66621 -0.94928 0.603 0.910 -0.078
H -1.30622 -2.28206 -1.14314 0.102 0.006 0.074
H 2.03969 -2.82949 0.66894 -0.023 -0.066 -0.603
H 0.99226 -3.93562 -0.23065 -0.508 -0.358 0.477
H 0.42444 -2.66408 1.04018 -0.759 -0.992 -0.093
C -2.85373 1.40088 0.31052 -0.481 -1.036 0.238
C -0.74083 2.39412 1.20733 -2.156 -0.782 -0.866
C -1.53799 1.23287 1.01030 0.720 1.295 -0.065
C 0.45083 2.31779 1.88984 -0.293 -0.314 -0.614
C -1.05961 -0.00080 1.38524 -0.138 -0.675 -0.288
C 0.90687 1.05424 2.19648 0.305 -1.496 0.843
C 0.23234 -0.13248 1.84023 0.481 1.633 0.901
H -1.29752 3.24596 0.78529 1.136 0.308 0.532
H 1.07942 3.15560 2.08848 0.070 0.610 0.313
H -3.56769 1.91720 0.95183 0.077 0.698 -0.340
H -3.34095 0.42704 0.20680 0.210 -0.119 -0.249
H -1.71490 -0.86045 1.34004 0.060 -0.194 -0.425
H 1.69875 0.92956 2.93398 0.526 0.170 -0.704
H 0.73807 -1.07348 1.99091 -0.289 -0.008 0.414
H -2.73711 1.80702 -0.70584 -0.182 0.208 0.527


(6)
30
Properties=species:S:1:pos:R:3:forces:R:3 method="wB97M-V/def2-TZVPD" orbital_gap_ev="6.74 / 2.99" multiplicity=2 e_lumo_ev="-4.5 / -8.2" total_energy_ev=-14766.6785 e_above_lowest_kj_mol=231.4 homo_energy_ev="-11.22 / -11.21" s2=0.768 total_charge=+1
C -4.17863 1.78866 -2.56327 -1.408 -3.911 -2.238
C -1.98240 0.71374 -1.85145 1.105 0.098 -0.994
C -3.00180 1.62862 -1.71354 0.235 1.019 0.813
C -0.77285 0.86197 -1.17218 1.353 -1.257 0.913
C -2.90176 2.50917 -0.66185 1.492 0.645 1.790
C -0.58613 1.77267 -0.11011 -1.157 1.113 -1.796
C -1.72133 2.58705 0.16721 -1.672 -1.630 -1.885
H -2.04073 0.08883 -2.72359 0.130 -0.675 -0.049
H 0.13617 0.16328 -1.33323 -1.714 1.170 -0.348
H -4.72621 0.75905 -2.63900 0.386 1.603 0.823
H -4.02135 1.80329 -3.66146 0.523 0.956 0.571
H -3.73584 3.21559 -0.45467 0.752 -0.622 -0.032
H 0.46193 2.07781 0.01992 -0.566 -0.367 1.159
H -2.00064 3.12133 1.02382 1.055 1.285 1.287
H -4.85350 2.53557 -2.21778 -0.458 0.510 0.021
C 4.36506 -1.12446 0.56477 -2.421 0.143 -0.260
C 0.91401 -2.67676 0.78682 -0.370 -1.256 -0.471
C 2.12704 -2.30170 0.28113 -0.611 0.500 -0.037
C 0.62995 -2.47923 2.15921 -1.286 -0.011 0.295
C 2.97954 -1.42499 1.03683 1.699 -1.611 -0.194
C 1.35236 -1.46884 2.82579 1.274 2.694 1.436
C 2.56084 -1.02164 2.29315 -0.689 1.038 1.608
H 0.21082 -3.25157 0.16758 0.507 0.038 0.433
H 2.45937 -2.62731 -0.69290 -0.130 0.037 -0.143
H -0.15850 -3.05632 2.73480 0.898 0.777 -1.081
H 0.98133 -0.84613 3.73034 0.447 -1.905 -1.292
H 4.66448 -1.58711 -0.29979 -0.139 -1.497 -2.514
H 5.17235 -1.35496 1.14939 1.543 -0.483 2.687
H 3.20182 -0.28743 2.83514 -0.803 -0.644 -0.373
H 4.46457 -0.11819 0.31892 0.027 2.244 -0.126


(7)
50
Properties=species:S:1:pos:R:3:forces:R:3 method="wB97M-V/def2-TZVPD" orbital_gap_ev="4.97 / 4.71" multiplicity=2 e_lumo_ev="3.9 / 3.9" total_energy_ev=-342121.8687 e_above_lowest_kj_mol=0.0 homo_energy_ev="-1.05 / -0.80" s2=1.022 total_charge=-2
V 2.00106 0.77797 0.88391 0.151 0.309 0.212
Se 2.09974 0.73604 3.45642 0.043 -0.171 -0.133
Se 4.06135 -0.45882 4.05763 0.038 0.207 0.294
Se 5.02615 -1.23161 2.06285 -0.038 0.019 -0.177
Se 4.57679 0.47209 0.50894 -0.094 -0.005 0.035
F 1.82486 2.91442 0.78450 0.021 -0.048 -0.059
B 0.86640 4.01277 0.88396 0.014 -0.003 0.085
F 0.00998 3.75498 1.95370 0.007 0.014 -0.035
F 0.14184 4.05870 -0.31603 -0.009 0.006 -0.026
F 1.58223 5.18672 1.07314 0.002 0.003 -0.001
O 2.11072 0.02759 -3.51643 0.053 -0.097 0.028
Cl 1.23158 0.59296 -2.53168 0.035 0.297 -0.331
O 0.26443 1.45067 -3.18483 -0.086 0.040 0.021
O 2.00125 1.38599 -1.58526 -0.202 -0.331 0.292
O 0.53090 -0.45113 -1.82347 -0.051 -0.179 0.030
N -7.20268 2.46121 -4.24189 0.001 0.005 0.014
C -6.34407 2.22553 -3.51271 -0.050 0.006 -0.070
C -5.28254 1.91952 -2.59896 0.118 -0.025 0.098
C -3.95952 1.85664 -3.04094 -0.052 0.014 -0.035
C -2.94077 1.54025 -2.16497 0.042 -0.025 0.037
C -3.23953 1.29918 -0.82387 0.000 -0.003 -0.028
C -4.55607 1.37341 -0.37413 0.013 -0.002 0.025
C -5.57266 1.67502 -1.25770 -0.044 0.013 -0.046
N -2.21296 0.96821 0.07048 0.018 0.040 -0.038
C -2.31377 0.18407 1.21422 0.029 -0.012 0.062
C -1.06038 0.11433 1.72378 -0.059 0.010 0.054
N -0.20001 0.84045 0.93479 0.240 -0.015 -0.181
C -0.90509 1.33332 -0.04377 -0.128 0.027 0.113
H -3.73288 2.04135 -4.08234 0.010 0.000 0.004
H -1.91886 1.45811 -2.51800 0.026 0.014 -0.012
H -4.77580 1.21636 0.67276 0.007 0.002 -0.005
H -6.59624 1.73575 -0.91247 0.004 -0.002 0.008
H -3.24029 -0.26149 1.52696 -0.003 0.002 -0.018
H -0.69726 -0.38657 2.60555 0.015 -0.024 -0.014
H -0.53996 1.99142 -0.81457 0.031 0.000 -0.002
C 3.14626 -4.53873 1.09991 -0.010 0.024 -0.007
N 2.30027 -3.39699 1.38417 -0.049 -0.014 -0.075
C 1.94533 -3.18803 2.78066 0.021 -0.003 -0.014
C 2.26093 -2.34313 0.53752 0.172 -0.087 0.121
C 2.86432 -2.51126 -0.82519 -0.036 0.040 0.045
O 1.72338 -1.29425 0.90026 -0.207 -0.005 -0.279
H 3.01532 -5.26691 1.89894 -0.011 -0.006 -0.012
H 4.20104 -4.24764 1.06471 0.000 -0.013 0.039
H 2.87479 -5.01359 0.15727 0.008 0.006 -0.016
H 1.36715 -4.04283 3.13956 0.000 -0.015 0.006
H 1.36474 -2.27466 2.86731 -0.007 0.021 0.037
H 2.84501 -3.05539 3.38756 -0.035 -0.030 -0.020
H 2.44721 -3.38829 -1.32418 0.017 0.010 -0.023
H 3.94457 -2.63022 -0.72680 0.017 -0.001 0.017
H 2.66175 -1.62349 -1.41126 0.017 -0.014 -0.017


(8)
43
Properties=species:S:1:pos:R:3:forces:R:3 method="wB97M-V/def2-TZVPD" orbital_gap_ev="3.98 / 4.61" multiplicity=2 e_lumo_ev="0.8 / 1.1" total_energy_ev=-257023.1538 e_above_lowest_kj_mol=182.8 homo_energy_ev="-3.22 / -3.53" s2=0.948 total_charge=-1
Ru 0.21634 -0.16102 -0.47405 -0.789 0.775 0.634
Cl 5.88507 3.79174 1.52166 0.129 0.110 0.080
C 4.77002 2.69014 0.76611 -0.131 0.062 -0.016
C 5.21870 1.42174 0.38858 -0.108 -0.060 -0.058
C 4.35327 0.54750 -0.21235 0.121 0.107 0.077
Cl 4.91677 -1.02293 -0.67461 0.035 -0.101 -0.031
C 2.98314 0.85879 -0.46499 0.038 0.372 0.011
O 2.24641 0.02382 -1.07315 -0.406 -0.321 0.177
C 2.56996 2.17154 -0.05532 0.276 -0.358 -0.061
C 1.23735 2.64070 -0.28994 -0.300 -0.117 -0.272
O 0.25284 1.99288 -0.65986 0.229 -0.028 0.017
C 3.47401 3.06498 0.53879 0.003 -0.096 -0.041
H 6.24378 1.13054 0.56927 0.013 -0.006 0.002
H 1.09005 3.72257 -0.16260 -0.021 0.016 0.072
H 3.13260 4.05146 0.82547 0.003 0.028 0.008
Se -2.01424 0.57655 0.40586 0.189 -1.434 -1.068
Se -3.22558 -0.57689 1.89125 0.254 0.087 0.326
Te -2.37471 -1.90164 -2.11946 -0.056 0.665 0.480
Se -0.55228 -0.40969 -2.77841 0.404 -0.003 -0.395
F 0.93806 0.27352 1.34438 0.320 0.155 0.327
C 0.13258 -4.01461 3.60261 -0.064 0.037 -0.027
C -0.51058 -2.66151 3.36616 0.054 0.045 -0.051
N -0.01387 -2.08740 2.13420 -0.179 -0.083 0.030
C 0.39627 -2.77661 1.06040 0.170 0.528 -0.202
N 0.63169 -2.13617 -0.07007 -0.179 -0.264 0.114
C 1.27586 -2.84759 -1.17488 0.010 0.100 -0.172
C 2.01468 -4.09452 -0.73577 -0.123 0.000 0.031
C 1.06005 -4.92354 0.09738 0.103 0.034 -0.013
N 0.62834 -4.11794 1.22284 -0.023 -0.280 -0.010
C 0.00833 -4.82645 2.32721 0.059 0.008 0.065
H -0.35927 -4.52896 4.42931 -0.010 -0.008 0.004
H 1.18985 -3.89586 3.84905 0.009 0.008 -0.002
H -0.27820 -1.96684 4.17397 0.014 -0.006 -0.002
H -1.59889 -2.75024 3.32481 -0.067 -0.036 -0.008
H -0.02524 -1.07821 2.01494 0.117 0.053 -0.026
H 1.96047 -2.15051 -1.65901 -0.050 -0.063 0.032
H 0.50839 -3.12091 -1.90559 0.020 0.032 -0.043
H 2.89305 -3.83387 -0.13958 -0.016 -0.001 0.020
H 2.34921 -4.65010 -1.61308 -0.004 -0.012 -0.004
H 1.55334 -5.81114 0.50200 -0.027 -0.003 0.011
H 0.20738 -5.26107 -0.50759 0.006 0.035 -0.019
H 0.52464 -5.78353 2.42734 -0.009 0.005 -0.003
H -1.04733 -5.04342 2.11354 -0.008 0.016 0.007


Question: Look up the multiplicity of the fourth one.
Answer: 1


Question: Which value of multiplicity does entry 7 give?
Answer: 2